Entry from the Open Molecules 2025 dataset: a 5-piece molecular cluster, C16H33ClN6O5P overall in a non-equilibrium geometry (wB97M-V/def2-TZVPD).

Geometry as XYZ:
```
62
Properties=species:S:1:pos:R:3:lowdin_charge:R:1
O 1.048 1.203 1.149 -0.3215
P 0.143 2.350 0.456 0.6373
Cl 0.420 4.068 1.535 0.2987
N -1.618 1.916 0.826 -0.2465
C -2.029 0.686 1.041 -0.0640
C -3.328 0.285 1.287 0.0108
C -4.243 1.318 1.306 0.0447
C -3.709 2.594 1.088 -0.0769
N -2.470 2.927 0.866 0.0815
H 0.888 0.330 0.763 0.0694
H -1.268 -0.090 1.021 0.1287
H -3.624 -0.742 1.433 0.1164
H -5.295 1.129 1.459 0.1347
H -4.413 3.423 1.096 0.1341
C -3.452 -0.970 -2.821 -0.0030
C -3.282 -2.021 -1.752 -0.5328
O -3.675 -1.837 -0.591 -0.0282
N -2.692 -3.173 -2.092 0.0246
C -2.174 -3.571 -3.388 -0.0546
H -3.945 -0.102 -2.392 0.0757
H -2.480 -0.662 -3.210 0.0866
H -4.069 -1.351 -3.634 0.0923
H -2.617 -3.833 -1.333 0.1118
H -2.693 -4.474 -3.708 0.0808
H -1.111 -3.794 -3.292 0.0900
H -2.311 -2.793 -4.131 0.0756
C 3.905 2.491 1.967 -0.0288
C 5.332 2.065 2.217 -0.5494
O 6.192 2.159 1.357 0.0342
N 5.635 1.567 3.444 0.0092
C 4.754 1.381 4.583 -0.0729
H 3.811 2.867 0.950 0.0686
H 3.237 1.640 2.086 0.0559
H 3.623 3.288 2.658 0.0847
H 6.603 1.303 3.540 0.1435
H 5.133 1.959 5.427 0.0860
H 4.744 0.325 4.860 0.0839
H 3.742 1.700 4.360 0.0698
C 4.661 6.063 -3.415 -0.0090
C 3.696 5.621 -2.344 -0.5579
O 2.497 5.500 -2.556 0.0136
N 4.199 5.353 -1.112 0.0032
C 5.579 5.428 -0.654 -0.0624
H 4.111 6.236 -4.335 0.0826
H 5.154 6.991 -3.123 0.0861
H 5.409 5.289 -3.596 0.0860
H 3.494 5.065 -0.452 0.1167
H 5.879 4.441 -0.297 0.0718
H 5.631 6.138 0.174 0.0848
H 6.255 5.746 -1.439 0.0758
C -4.323 -5.447 0.424 -0.0007
C -3.818 -6.370 -0.660 -0.5325
O -3.438 -5.954 -1.751 0.0154
N -3.797 -7.696 -0.395 0.0140
C -4.203 -8.378 0.822 -0.0657
H -4.284 -4.419 0.069 0.0573
H -5.356 -5.686 0.675 0.0908
H -3.698 -5.530 1.315 0.0887
H -3.451 -8.253 -1.161 0.1442
H -3.352 -8.931 1.222 0.0863
H -5.000 -9.084 0.587 0.0874
H -4.556 -7.679 1.572 0.0724
```

Total charge: +1
Electronic energy: -2135.568041 Ha
Gap between HOMO and LUMO: 6.313 eV
E_LUMO: -4.63 eV
Maximum force: 0.054 Eh/bohr